(1)
A 3-piece molecular cluster, C3H9N3 overall in a non-equilibrium geometry, computed with ωB97M-V/def2-TZVPD.

Highest occupied orbital energy   -7.1 eV
Molar mass   87.1 Da
Gap between HOMO and LUMO   2.26 eV
Energy relative to the best compared isomer or geometry (same formula, charge and spin)   1082.0 kJ/mol
Total energy   -7716.36019 eV

Each line ends with the Mulliken charge.
Element x y z (Å)
C 1.78 -1.89 -3.49  -0.45
C 1.13 -0.72 -3.54  -0.35
N -0.44 1.47 4.42  -0.48
C -1.63 1.16 3.85  0.05
N -2.56 1.88 3.27  -0.50
N 0.43 -0.73 -1.03  -0.54
H 0.89 -0.65 -0.22  0.16
H 2.16 -2.15 -2.51  0.22
H 1.74 -2.64 -4.26  0.26
H 0.76 -0.07 -4.42  0.27
H 0.53 -0.60 -2.56  0.38
H -0.05 2.23 3.80  0.25
H -2.35 2.94 3.27  0.23
H -1.99 0.11 4.08  0.31
H -0.40 -0.33 -0.67  0.20

(2)
C4H3BrS6 as an isolated structure in a non-equilibrium geometry, computed with ωB97M-V/def2-TZVPD.

Highest occupied orbital energy   -8.9 eV
Molar mass   323.4 Da
Gap between HOMO and LUMO   8.38 eV
Total energy   -139249.77930 eV

Each line ends with the Mulliken charge.
Element x y z (Å)
C -0.16 -1.61 0.19  -0.38
C -0.23 1.01 1.13  -0.39
C -0.23 0.51 -1.61  -0.38
C -2.44 -0.11 -0.10  -0.14
S 0.48 -0.61 1.56  0.02
S 0.49 -1.14 -1.44  0.03
S 0.40 1.73 -0.41  0.02
S -1.99 -1.83 0.21  0.08
S -2.05 1.04 1.24  0.09
S -2.06 0.49 -1.76  0.09
Br -4.57 -0.01 0.00  -0.09
H 0.23 -2.61 0.37  0.35
H 0.10 1.69 1.92  0.35
H 0.12 0.87 -2.58  0.35

(3)
A 3-piece molecular cluster, C3H12NO2 overall in a non-equilibrium geometry, computed with ωB97M-V/def2-TZVPD.

Highest occupied orbital energy   -14.0 eV
Molar mass   94.1 Da
Net charge   +1
Gap between HOMO and LUMO   6.74 eV
Energy relative to the best compared isomer or geometry (same formula, charge and spin)   360.6 kJ/mol
Total energy   -8881.13729 eV

Each line ends with the Mulliken charge.
Element x y z (Å)
C 1.53 0.23 -1.73  -0.75
C 1.34 -0.85 -0.78  -0.25
C 1.86 -0.87 0.56  -0.14
N 1.63 0.33 1.30  -0.30
H 1.11 0.02 -2.71  0.38
H 2.62 0.38 -1.84  0.33
H 1.11 1.19 -1.40  0.33
H 1.20 -1.84 -1.22  0.37
H 2.96 -0.77 0.40  0.33
H 2.20 0.54 2.09  0.19
H 1.67 -1.78 1.14  0.32
H 0.78 0.87 1.18  0.19
H -0.48 -0.04 -0.21  0.26
H -1.99 0.35 -0.05  0.34
O -1.08 0.69 -0.03  -0.60
H -4.19 0.78 1.28  0.33
H -4.80 -0.40 0.47  0.32
O -4.14 0.31 0.44  -0.65

(4)
One molecule with the formula C3H5NO in a non-equilibrium geometry, computed with ωB97M-V/def2-TZVPD.

Highest occupied orbital energy   -10.6 eV
Molar mass   71.1 Da
Gap between HOMO and LUMO   11.35 eV
SMILES string   COCC#N
Energy relative to the best compared isomer or geometry (same formula, charge and spin)   118.2 kJ/mol
Total energy   -6728.34774 eV

Each line ends with the Mulliken charge.
Element x y z (Å)
C 1.16 0.09 0.69  -0.69
O 0.50 0.91 -0.26  -0.35
C -0.79 0.51 -0.63  -0.19
C -1.08 -0.94 -0.51  0.21
N -1.35 -2.05 -0.37  -0.36
H 1.99 0.68 1.08  0.24
H 1.55 -0.81 0.20  0.29
H 0.50 -0.21 1.52  0.34
H -0.92 0.80 -1.68  0.27
H -1.55 1.03 -0.04  0.25

(5)
A 8-piece molecular cluster, C14H24F3N5O19 overall in a non-equilibrium geometry, computed with ωB97M-V/def2-TZVPD.

Highest occupied orbital energy   -10.7 eV
Molar mass   623.4 Da
Gap between HOMO and LUMO   10.56 eV
SMILES string   O=C1OC[C@@H](F)O1.O=C1OC[C@@H](F)O1.O=C1OC[C@@H](F)O1.C[N+](=O)[O-].C[N+](=O)[O-].C[N+](=O)[O-].C[N+](=O)[O-].C[N+](=O)[O-]
Energy relative to the best compared isomer or geometry (same formula, charge and spin)   317.1 kJ/mol
Total energy   -69395.25395 eV

Each line ends with the Mulliken charge.
Element x y z (Å)
O -3.29 23.39 -18.25  -0.50
C -4.19 22.59 -18.38  0.63
O -5.54 22.83 -18.85  -0.31
C -6.27 21.69 -18.44  -0.39
C -5.22 20.66 -18.53  0.29
F -5.14 20.34 -19.85  -0.28
O -4.05 21.26 -18.17  -0.29
H -6.85 22.04 -17.58  0.29
H -7.00 21.38 -19.19  0.25
H -5.33 19.72 -17.99  0.32
O -2.97 30.01 -20.48  -0.57
C -2.81 30.85 -19.52  0.63
O -3.37 32.09 -19.47  -0.31
C -2.86 32.93 -18.48  -0.30
C -2.32 31.73 -17.63  0.24
F -3.20 31.40 -16.67  -0.29
O -2.06 30.60 -18.41  -0.24
H -1.97 33.43 -18.86  0.28
H -3.46 33.68 -17.98  0.31
H -1.43 31.93 -17.04  0.26
O -5.84 24.71 -28.27  -0.56
C -4.81 24.09 -28.62  0.71
O -4.43 23.81 -29.86  -0.33
C -3.15 23.23 -29.90  -0.43
C -2.91 22.76 -28.49  0.41
F -1.70 23.02 -28.11  -0.26
O -3.90 23.49 -27.76  -0.32
H -3.05 22.45 -30.66  0.26
H -2.47 23.98 -30.31  0.26
H -3.12 21.69 -28.48  0.25
C 2.65 28.04 -17.98  -0.66
N 3.36 28.36 -19.30  0.75
O 4.61 28.51 -19.28  -0.48
O 2.71 28.37 -20.39  -0.47
H 1.58 28.09 -18.19  0.29
H 2.80 28.76 -17.17  0.29
H 2.88 27.00 -17.75  0.28
C 1.67 18.72 -26.00  -0.68
N 0.60 17.74 -26.39  0.88
O 0.74 16.54 -26.28  -0.54
O -0.35 18.14 -26.97  -0.52
H 2.58 18.15 -25.80  0.30
H 1.27 19.20 -25.11  0.27
H 1.81 19.39 -26.85  0.29
C -0.79 18.45 -20.01  -0.82
N 0.24 17.36 -20.12  0.93
O 0.03 16.41 -19.40  -0.52
O 0.96 17.44 -21.07  -0.52
H -1.79 18.08 -19.81  0.30
H -0.87 18.95 -20.98  0.33
H -0.61 19.22 -19.25  0.29
C -0.66 25.00 -22.53  -0.69
N 0.18 24.07 -21.73  0.87
O 0.75 24.31 -20.69  -0.53
O 0.27 22.97 -22.28  -0.51
H -0.49 26.06 -22.35  0.28
H -1.62 24.80 -22.05  0.27
H -0.69 24.66 -23.57  0.31
C -1.54 28.80 -26.97  -0.64
N -1.59 28.16 -28.33  0.84
O -2.65 28.29 -28.96  -0.52
O -0.57 27.75 -28.76  -0.51
H -0.77 28.28 -26.40  0.28
H -2.51 28.63 -26.50  0.28
H -1.30 29.85 -27.15  0.26

(6)
C28H49LaN2O2P3 as an isolated structure in a non-equilibrium geometry, computed with ωB97M-V/def2-TZVPD.

Highest occupied orbital energy   -14.5 eV
Molar mass   677.5 Da
Net charge   +3
Gap between HOMO and LUMO   5.32 eV
Energy relative to the best compared isomer or geometry (same formula, charge and spin)   47.2 kJ/mol
Total energy   -65608.30487 eV

Each line ends with the Mulliken charge.
Element x y z (Å)
La 0.11 -0.25 -0.06  1.15
P -2.68 -1.21 -0.38  0.56
P 0.65 -2.47 -1.69  0.61
P -1.16 0.79 -2.62  0.72
H 1.96 2.26 0.05  0.57
C 1.12 2.88 -0.36  -0.88
C -0.01 3.13 0.34  -0.70
H -0.13 2.76 1.36  0.46
C -3.23 -1.98 1.17  -1.22
C -3.29 -2.49 -1.52  -1.29
C -3.97 0.08 -0.58  -0.97
C 2.42 -2.19 -2.05  -0.89
C 0.90 -4.03 -0.79  -1.18
C 0.10 -2.99 -3.34  -1.27
C -1.77 2.52 -2.63  -1.27
C -2.20 0.11 -3.97  -1.34
C 0.40 1.11 -3.51  -1.19
H 1.32 3.37 -1.33  0.34
H -0.87 3.64 -0.11  0.41
H -3.09 -1.29 2.02  0.28
H -2.63 -2.87 1.34  0.40
H -4.29 -2.25 1.09  0.51
H -2.64 -3.37 -1.43  0.37
H -3.28 -2.14 -2.55  0.32
H -4.32 -2.77 -1.23  0.52
H -3.87 0.81 0.25  0.14
H -4.96 -0.39 -0.53  0.50
H -3.85 0.63 -1.53  0.21
H 2.83 -3.04 -2.62  0.43
H 3.04 -2.03 -1.15  0.57
H 2.45 -1.31 -2.71  -0.17
H 1.42 -4.74 -1.45  0.46
H -0.05 -4.46 -0.45  0.38
H 1.53 -3.83 0.09  0.42
H 0.64 -3.90 -3.63  0.52
H 0.32 -2.22 -4.09  0.36
H -0.98 -3.19 -3.36  0.32
H -1.72 2.94 -3.64  0.49
H -1.16 3.14 -1.96  0.19
H -2.80 2.54 -2.27  0.37
H -2.07 0.71 -4.88  0.50
H -3.26 0.15 -3.68  0.45
H -1.93 -0.93 -4.18  0.26
H 0.21 1.75 -4.39  0.46
H 0.87 0.18 -3.85  0.39
H 1.12 1.63 -2.86  0.04
C 3.72 1.48 -4.21  1.09
C 5.05 1.08 -4.43  -0.75
C 5.94 2.06 -4.91  -0.39
C 5.53 3.38 -5.16  -0.64
C 4.17 3.70 -5.02  -0.42
C 3.23 2.73 -4.63  -0.39
O 2.97 0.72 -3.32  -0.42
H 3.54 0.07 -2.88  0.16
H 5.37 0.08 -4.11  0.34
H 6.99 1.77 -5.06  0.38
H 6.26 4.16 -5.44  0.39
H 3.85 4.74 -5.21  0.36
H 2.16 2.95 -4.54  0.22
C -1.63 0.27 6.69  -0.88
N -1.78 0.22 5.22  0.07
N -0.81 -0.21 4.35  0.67
C -1.13 0.22 3.11  0.26
O -0.38 0.00 2.07  -0.33
C -2.37 0.88 3.20  -0.47
C -2.71 0.90 4.53  0.48
C -3.85 1.55 5.18  -1.60
C 0.39 -0.81 4.82  0.38
C 0.31 -1.92 5.68  -0.52
C 1.47 -2.33 6.34  -0.54
C 2.68 -1.65 6.13  -0.60
C 2.76 -0.67 5.14  -0.62
C 1.61 -0.27 4.44  -0.48
H -1.43 1.31 7.03  0.35
H -0.84 -0.40 7.07  0.41
H -2.59 -0.04 7.14  0.35
H -2.88 1.28 2.34  0.42
H -4.42 0.82 5.78  0.37
H -3.52 2.38 5.82  0.36
H -4.49 1.95 4.40  0.41
H -0.67 -2.39 5.86  0.60
H 1.42 -3.18 7.00  0.44
H 3.59 -1.94 6.67  0.42
H 3.70 -0.19 4.87  0.41
H 1.58 0.55 3.70  0.41

(7)
One molecule with the formula C23H30N2O6S2 in a non-equilibrium geometry, computed with ωB97M-V/def2-TZVPD.

Highest occupied orbital energy   -8.5 eV
Molar mass   494.6 Da
Gap between HOMO and LUMO   9.01 eV
SMILES string   COc1ccc(Oc2ccc(S(=O)(=O)N3CCCCC3)cc2S(=O)(=O)N2CCCCC2)cc1
Energy relative to the best compared isomer or geometry (same formula, charge and spin)   0.0 kJ/mol
Total energy   -61272.40946 eV

Each line ends with the Mulliken charge.
Element x y z (Å)
C 6.47 3.91 1.15  -0.82
O 6.14 3.33 -0.09  -0.46
C 4.99 2.60 -0.19  0.85
C 4.10 2.38 0.86  -0.61
C 2.96 1.62 0.65  -0.17
C 2.69 1.08 -0.60  -0.10
O 1.62 0.26 -0.85  -0.44
C 0.42 0.50 -0.28  -0.06
C -0.05 1.78 0.04  -0.37
C -1.32 1.93 0.56  -0.75
C -2.13 0.83 0.78  -0.19
S -3.79 1.05 1.41  1.31
O -4.12 -0.10 2.21  -0.73
O -3.85 2.35 2.00  -0.75
N -4.82 1.06 0.12  0.13
C -5.14 -0.20 -0.52  -0.99
C -4.30 -0.46 -1.77  0.24
C -4.38 0.74 -2.71  -0.96
C -3.94 2.00 -1.98  -0.08
C -4.81 2.21 -0.74  -0.97
C -1.67 -0.44 0.48  -0.33
C -0.41 -0.60 -0.06  -0.36
S 0.20 -2.23 -0.50  1.61
O 0.52 -2.24 -1.90  -0.77
O -0.77 -3.17 -0.02  -0.76
N 1.61 -2.27 0.39  0.31
C 2.81 -2.65 -0.32  -0.86
C 2.86 -4.16 -0.59  -0.77
C 2.03 -4.91 0.46  -0.63
C 2.17 -4.21 1.82  -0.69
C 1.49 -2.83 1.72  -0.82
C 3.59 1.29 -1.65  -0.61
C 4.73 2.04 -1.44  -0.67
H 5.70 4.63 1.47  0.33
H 7.41 4.44 0.98  0.23
H 6.61 3.15 1.92  0.33
H 4.28 2.78 1.84  0.38
H 2.28 1.44 1.47  0.58
H 0.58 2.64 -0.14  0.60
H -1.71 2.91 0.81  0.51
H -5.00 -0.98 0.23  0.39
H -6.21 -0.16 -0.79  0.39
H -3.26 -0.63 -1.49  -0.27
H -4.67 -1.36 -2.26  0.43
H -3.76 0.57 -3.59  0.42
H -5.42 0.86 -3.06  0.35
H -4.03 2.87 -2.63  0.40
H -2.89 1.90 -1.68  -0.03
H -4.46 3.05 -0.14  0.39
H -5.84 2.41 -1.05  0.40
H -2.27 -1.31 0.67  0.76
H 2.80 -2.09 -1.26  0.27
H 3.66 -2.31 0.28  0.54
H 2.46 -4.37 -1.58  0.31
H 3.90 -4.49 -0.56  0.41
H 0.98 -4.90 0.18  0.24
H 2.36 -5.95 0.53  0.43
H 1.69 -4.80 2.60  0.42
H 3.22 -4.10 2.07  0.32
H 0.43 -2.92 1.93  0.52
H 1.94 -2.13 2.44  0.26
H 3.38 0.86 -2.61  0.51
H 5.43 2.22 -2.24  0.44

(8)
C24H41N9OPm as an isolated structure in a non-equilibrium geometry, computed with ωB97M-V/def2-TZVPD.

⟨S²⟩   6.006
2S+1   5
Highest occupied orbital energy (alpha / beta)   -9.4 / -9.4 eV
Molar mass   616.7 Da
Net charge   +1
Gap between HOMO and LUMO (alpha / beta)   7.18 / 7.18 eV
Energy relative to the best compared isomer or geometry (same formula, charge and spin)   184.6 kJ/mol
Total energy   -57546.86259 eV

Each line ends with the Mulliken charge.
Element x y z (Å)
Pm 0.00 0.00 0.00  0.88
N 1.31 -1.78 0.54  -0.52
C 0.61 -2.78 -0.25  -1.32
C 0.16 -2.33 -1.66  0.82
N -0.62 -1.09 -1.75  0.08
C -2.08 -1.17 -1.65  -0.18
C -2.69 -1.08 -0.22  -0.83
N -2.20 0.03 0.57  -0.98
H 1.19 -1.97 1.76  0.41
H 2.27 -1.59 0.45  0.49
H 1.25 -3.67 -0.34  0.68
H -0.27 -3.09 0.31  0.27
H 1.07 -2.17 -2.25  -1.07
H -0.37 -3.15 -2.16  0.51
H -0.28 -0.46 -2.78  0.70
H -2.48 -0.31 -2.22  -0.35
H -2.45 -2.06 -2.16  0.47
H -3.78 -1.03 -0.29  0.64
H -2.44 -2.01 0.31  0.25
H -2.59 0.94 0.52  0.41
H -2.25 -0.18 1.82  0.21
N 1.73 0.00 1.55  -0.14
C 3.11 0.12 1.31  -0.09
C 3.93 0.45 2.41  -0.78
C 5.31 0.53 2.28  -0.68
C 5.90 0.26 1.05  -0.81
C 5.10 -0.12 -0.03  -0.74
C 3.69 -0.23 0.07  0.95
C 2.93 -0.67 -1.14  0.28
C 3.39 -1.74 -1.92  -0.86
C 2.75 -2.11 -3.11  -1.15
C 1.61 -1.42 -3.53  -0.49
C 1.13 -0.37 -2.77  -0.11
C 1.78 0.00 -1.59  0.04
H 1.38 0.59 2.36  0.35
H 1.43 -0.86 2.08  0.25
H 3.49 0.67 3.38  0.42
H 5.93 0.81 3.13  0.40
H 6.98 0.33 0.93  0.41
H 5.60 -0.32 -0.98  0.48
H 4.27 -2.31 -1.62  0.57
H 3.13 -2.93 -3.70  0.38
H 1.11 -1.70 -4.46  0.37
H 0.24 0.18 -3.08  0.12
C -4.94 3.80 3.06  -1.43
C -4.47 2.71 4.02  0.79
C -4.97 1.34 3.55  -1.32
C -2.95 2.73 4.24  -1.26
N -2.14 2.49 3.07  0.76
C -1.61 1.31 2.64  -0.43
N -0.90 1.56 1.56  0.19
N -0.99 2.91 1.34  -0.36
N -1.74 3.49 2.27  -0.70
H -6.03 3.85 3.03  0.44
H -4.59 3.62 2.04  0.25
H -4.57 4.78 3.38  0.36
H -4.93 2.91 4.99  0.31
H -4.61 1.09 2.55  0.19
H -6.07 1.32 3.53  0.42
H -4.64 0.55 4.24  0.37
H -2.67 1.97 4.98  0.45
H -2.64 3.70 4.65  0.38
H -1.76 0.36 3.11  0.68
C -2.01 4.44 -3.21  -0.85
N -1.72 3.05 -2.97  0.18
C -2.05 2.05 -3.97  -0.62
C -1.14 2.64 -1.79  -0.19
O -0.86 1.49 -1.49  -0.45
H -2.47 4.60 -4.19  0.28
H -1.08 5.01 -3.15  0.33
H -2.69 4.80 -2.42  0.33
H -2.50 2.51 -4.85  0.37
H -2.74 1.33 -3.54  0.16
H -1.13 1.53 -4.27  0.22
H -0.94 3.48 -1.10  0.53
H -0.81 -1.40 1.40  -0.17